13
Properties=species:S:1:pos:R:3:forces:R:3 method="wB97M-V/def2-TZVPD" gap_ev=12.4876 relative_energy_kj_mol=249.7 homo_ev=-15.6 lumo_energy_ev=-3.2 total_energy_ev=-9254.1843 smiles=O[C@@H]1N[C@H](O)[NH2+]1 spin_multiplicity=1 total_charge=+1
H 0.1712 1.8782 -1.0416 -0.9423 0.1118 -0.6483
N 0.0228 1.1739 -0.3424 0.1899 -0.2369 0.0310
C 1.0498 0.1686 -0.2130 -0.6710 -1.5771 0.0745
H 0.2206 -0.5482 1.7220 0.3048 0.8651 -1.7564
N 0.1261 -0.6606 0.6630 -1.6024 1.6937 2.5440
O -2.1508 0.6620 0.5753 -0.0069 1.5419 0.5736
H -2.0042 1.5566 0.9733 -0.2739 -0.8306 -0.0622
H 1.3359 -0.5058 -1.1430 -0.1845 1.6744 1.7964
H 0.0151 -1.6270 0.6429 -0.1163 -2.3394 -1.2532
H 1.7475 1.5278 0.8299 0.5694 -0.7930 0.0653
O 2.0203 0.6140 0.5794 1.8731 1.2999 -0.1038
C -1.0841 0.3034 -0.0743 1.5796 -2.2535 -1.3277
H -1.2684 -0.4751 -0.8401 -0.7195 0.8435 0.0669

***

66
Properties=species:S:1:pos:R:3:forces:R:3 method="wB97M-V/def2-TZVPD" gap_ev=9.3635 relative_energy_kj_mol=0.0 homo_ev=-8.9 lumo_energy_ev=0.5 total_energy_ev=-41127.3122 smiles="CCOC(=O)OC.CCOC(=O)OC.CNC(C)=O.CNC(C)=O.CNC(C)=O" spin_multiplicity=1
H 1.9404 -1.4679 -9.2065 -0.0360 0.2328 0.2376
H -0.2037 -0.3973 -6.5891 0.1600 -0.3285 0.1857
H 4.9853 2.4060 -10.8459 0.0336 -0.0524 0.1527
O -0.2423 -5.9612 -6.5826 -0.1503 -0.4563 -0.5466
O 1.6723 -5.1276 -5.7534 0.6245 -0.4214 -0.4417
H 6.4271 -3.8051 -8.3227 0.2496 -0.4747 -0.6608
H 1.6510 -3.4040 -10.6224 0.3091 0.2864 0.3043
H 3.7935 -1.9990 -11.6594 -0.4023 -0.5088 -0.1296
H 0.2970 -3.7518 -6.2001 -0.2789 0.5220 0.3522
H 3.5215 2.6208 -11.7699 0.0612 -0.3322 -0.2298
C 3.8028 0.5747 -11.0010 -2.0325 -0.3708 1.2498
H -2.6924 -3.0026 -7.1177 -0.0353 -0.1647 0.2012
H 3.4985 -1.7649 -13.4233 0.7037 0.3126 0.0198
C 0.0241 -1.4222 -8.4480 0.4623 0.4281 -0.9277
O 1.8140 -6.7476 -7.1667 -0.1560 -0.0418 -0.2173
C 1.3532 -7.7589 -8.0571 0.6276 -1.4327 -0.7177
H 5.3552 -5.0594 -7.8366 -0.6574 -0.1307 -0.2182
H 0.6566 0.5087 -7.7529 0.4481 -0.1109 -0.1918
C 5.3830 -4.1301 -8.4024 1.1396 0.5504 1.2237
O -5.1476 -2.9595 -9.0959 0.0225 -0.2575 0.0083
H 1.7682 -3.1121 -5.4685 0.0381 -0.0191 0.5969
C 2.4615 -7.9039 -9.0881 0.4429 -0.3012 0.5322
H -7.2874 -1.9072 -7.6011 0.2637 -0.2064 -0.2049
C 5.3424 -5.2608 -10.5168 0.6343 -0.4026 0.9941
H 1.4907 -0.9179 -6.9859 0.0838 0.3721 0.1806
H 2.2640 -8.7062 -9.7986 -0.2033 0.1534 -0.0880
C 0.5585 -0.5040 -7.3608 -1.0067 -0.0951 0.0209
H 0.3640 -7.6900 -8.5061 -0.0841 0.9592 0.3920
N -5.2952 -2.3837 -6.9331 0.4801 -1.4591 1.0657
H 0.6454 -2.0711 -11.2486 -0.2898 -0.5421 -0.4026
C 4.6627 -2.9351 -7.8109 -1.3531 -0.0340 -0.6181
H -2.8999 -3.6932 -8.7017 0.2992 -0.6249 0.1698
H -4.8101 -2.4730 -6.0554 -0.2865 0.2115 0.1055
H 3.5846 -2.9925 -7.9984 -0.0121 -0.2107 0.0297
H 5.1709 -5.3561 -13.7560 -0.6039 0.2382 0.0965
H 4.1959 -6.5009 -12.7190 -0.0538 0.0661 -0.0201
O 5.8043 -6.2896 -10.0928 -0.1573 -0.1060 -0.6653
H 0.4918 -4.0499 -4.4582 0.2224 0.5040 0.1792
N 3.8444 -0.0337 -12.1898 0.7122 0.7172 -1.6813
H 4.7566 -2.8035 -6.7356 0.4929 -0.1264 -0.0308
H 4.9784 -2.0506 -8.3650 0.1241 0.1438 0.2954
H -6.8210 -1.1019 -6.1167 0.3726 -0.3674 0.3056
H -3.4877 -4.6267 -7.2169 0.3567 -0.1317 -0.1582
H 4.2110 0.5231 -12.9464 -0.2266 -0.2660 -0.1812
H 3.3923 2.4897 -10.0592 0.1650 -0.4136 0.2617
H 3.3181 -8.2311 -8.4949 0.2901 0.1223 -0.3252
C -4.6668 -3.0181 -7.9750 -0.8148 1.1832 -0.2719
H -0.0480 -3.3764 -10.2170 -0.1671 0.2031 -0.1497
C 1.0205 -3.8950 -5.3946 -0.6414 -1.0848 -1.3137
C 0.8153 -2.7407 -10.4048 -0.7330 0.5450 0.1434
N 1.0141 -1.8640 -9.2634 0.8928 -0.9080 0.1160
H 1.3738 -8.7135 -7.5234 -0.3218 0.1580 0.2986
C 0.9563 -5.9792 -6.5374 -0.1146 1.3853 1.3108
C 3.3229 -1.3818 -12.4199 0.1798 0.4579 0.2671
C -6.4411 -1.4987 -7.0547 1.0995 0.7148 -0.7479
O -1.1481 -1.6792 -8.6604 -0.0750 -0.0603 0.5455
O 5.1479 -4.8848 -11.7751 -0.7801 0.3139 -0.4716
H 2.7497 -6.9824 -9.5909 -0.2753 0.0381 -0.0754
O 3.4099 -0.0791 -10.0313 0.4770 0.3954 0.2689
H 2.2365 -1.3718 -12.3679 -0.0124 -0.0270 0.5593
C -3.3260 -3.6669 -7.7032 -0.6754 0.6244 -0.2121
C 5.0767 -5.8721 -12.8039 1.5864 -0.2274 0.1410
H -5.9614 -0.6721 -7.5908 -1.1077 0.4155 -0.2743
O 4.9712 -4.2454 -9.7525 -0.4328 0.8903 -0.2808
C 3.9418 2.0959 -10.9093 0.4387 0.0211 -0.5201
H 6.0033 -6.4499 -12.7564 -0.3165 -0.4681 0.1628

***

47
Properties=species:S:1:pos:R:3:forces:R:3 method="wB97M-V/def2-TZVPD" gap_ev=8.2731 relative_energy_kj_mol=0.0 homo_ev=-16.1 lumo_energy_ev=-7.9 total_energy_ev=-103967.0036 spin_multiplicity=1 total_charge=+2
C -2.5423 -0.8243 -1.8331 -0.1227 -0.0857 0.6156
H -1.1711 5.4815 -1.0789 0.4708 -0.8308 0.1541
H -3.2165 -0.4705 -2.6315 0.2936 -0.1171 0.2341
H -4.0219 0.0541 0.6469 0.1787 0.3235 -0.1216
C 0.9932 -1.7032 -2.3633 0.1098 -0.1899 -0.3150
Ga -0.1233 0.0006 0.2563 -0.4789 -1.3224 0.4525
C -1.3117 -1.4872 -2.4099 -0.2247 -0.7553 -0.0833
C 2.2868 -1.2526 -1.7158 0.3982 0.3496 0.1448
C 0.0658 0.0576 3.4103 0.4245 0.1591 2.0008
H 3.0563 -2.0388 -1.8127 -0.2549 0.3558 0.0432
F 1.3633 -0.3837 3.4202 -0.9319 0.5201 -0.3659
C -0.6726 -0.5556 2.2274 -0.9768 -0.6835 -0.3377
N -0.1435 -1.2800 -1.7958 -0.0729 0.8961 0.5063
H -1.2278 1.7454 -2.7305 -0.0873 0.0847 0.0552
H -0.6092 4.6509 0.0969 -0.0681 0.1296 -0.7564
H -2.9955 1.9963 -2.5950 0.0949 -0.0670 0.1104
C -3.6878 0.9668 0.1321 0.1775 0.0125 0.6562
P -2.1529 0.6709 -0.7906 -0.8904 0.1316 -1.3888
F -0.4992 -0.3285 4.5761 0.5668 0.4146 -1.2173
H -2.4222 -2.5071 -3.8764 0.5684 -0.2153 -0.2671
F -0.5082 -1.9331 2.3575 0.0025 0.9392 -0.3252
H 2.3295 -2.5394 1.8555 -0.0814 -0.1141 -0.1329
P 2.0660 -0.9150 0.0903 1.5577 -0.1669 -0.9684
O 1.4937 3.1697 -2.6251 0.7979 0.8026 0.1877
H 3.2907 -2.9575 0.4097 -0.1745 0.2783 -0.0216
H 4.4118 -0.6296 0.5823 -0.2270 0.1182 -0.0663
C 2.3237 -2.5777 0.7624 -0.6768 -0.0925 0.5202
H 2.7056 -0.3314 -2.1874 -0.4747 -0.5740 0.1367
C 0.9859 -2.4772 -3.5282 0.3830 0.1883 0.7165
F -2.0268 -0.3137 2.4404 1.0153 -0.0066 -0.3990
H -3.5063 1.7506 0.8791 -0.1331 -0.2070 -0.1249
H 1.5277 -3.2441 0.4187 0.0960 -0.0091 0.1511
H -4.4738 1.3143 -0.5509 0.3125 -0.1315 -0.0171
C -2.0502 1.9732 -2.0435 0.3895 0.2013 0.0917
C -1.4052 -2.3391 -3.5116 -0.3147 0.7901 0.1300
H 2.3481 3.3161 -3.0927 -0.9296 -0.1111 0.4181
O -0.7415 4.6181 -0.8735 -0.2972 0.8422 0.6990
F 0.0758 1.4181 3.3803 0.0027 -1.2034 -0.4211
H 1.3326 4.0188 -2.1510 -0.0046 -0.8387 -0.4927
H -0.2818 -3.4501 -4.9956 0.0137 0.2006 0.3973
H 3.6500 0.9205 0.0703 0.0165 -0.2266 0.1829
H 1.9731 -2.8008 -3.8809 -0.6857 0.0298 -0.2653
H 3.3766 0.2782 1.7165 0.0503 -0.0700 -0.2354
C 3.5206 0.0048 0.6628 -0.1741 0.4336 0.0124
H -3.1373 -1.5309 -1.2222 0.3329 0.2231 -0.1889
C -0.2390 -2.8261 -4.0975 0.0436 -0.1252 -0.0417
H -1.8522 2.9575 -1.5967 -0.0156 -0.2807 -0.0632